{
  "formula": "C68H101F2N11O5S2",
  "method": "ωB97M-V/def2-TZVPD",
  "symbols": ["C", "C", "O", "H", "H", "H", "H", "H", "C", "N", "C", "C", "C", "C", "C", "C", "C", "C", "N", "C", "C", "C", "H", "H", "H", "H", "H", "H", "H", "H", "H", "H", "H", "H", "H", "H", "C", "N", "C", "C", "C", "C", "C", "C", "C", "C", "N", "C", "C", "C", "H", "H", "H", "H", "H", "H", "H", "H", "H", "H", "H", "H", "H", "H", "C", "N", "C", "C", "C", "C", "C", "C", "C", "C", "N", "C", "C", "C", "H", "H", "H", "H", "H", "H", "H", "H", "H", "H", "H", "H", "H", "H", "C", "N", "C", "C", "C", "C", "C", "C", "C", "C", "N", "C", "C", "C", "H", "H", "H", "H", "H", "H", "H", "H", "H", "H", "H", "H", "H", "H", "C", "C", "C", "N", "C", "C", "C", "C", "C", "C", "H", "H", "H", "H", "H", "H", "H", "H", "H", "H", "H", "H", "H", "H", "H", "H", "H", "H", "H", "H", "C", "C", "C", "N", "C", "C", "C", "C", "C", "C", "H", "H", "H", "H", "H", "H", "H", "H", "H", "H", "H", "H", "H", "H", "H", "H", "H", "H", "H", "H", "N", "S", "O", "O", "F", "S", "O", "O", "F"],
  "positions_angstrom": [[7.6849, 1.8403, -29.9593], [7.3080, 0.5426, -29.2685], [8.3027, -0.4855, -29.2316], [8.1112, 1.7749, -30.9604], [8.2261, 2.5332, -29.3150], [6.7661, 2.4195, -30.0507], [6.4266, 0.0910, -29.7238], [6.8267, 0.7846, -28.3209], [13.6455, 0.3370, -39.1344], [13.2917, 0.4846, -37.7094], [12.4053, 1.4727, -37.2628], [12.0703, 1.4361, -35.9337], [12.6758, 0.5987, -35.0341], [13.6231, -0.3434, -35.5204], [13.8524, -0.4224, -36.8727], [12.3291, 0.7616, -33.6119], [13.3362, 1.2278, -32.7642], [13.0607, 1.3074, -31.3606], [11.8315, 0.8775, -30.8848], [10.8462, 0.4604, -31.7367], [11.1152, 0.3118, -33.0869], [11.5402, 1.0007, -29.4876], [14.6078, 0.8487, -39.1435], [12.8788, 0.7999, -39.7558], [13.9082, -0.6596, -39.4893], [11.9019, 2.0211, -38.0453], [11.3209, 2.1295, -35.5815], [13.9573, -1.0574, -34.7822], [14.4796, -1.1575, -37.3550], [14.2751, 1.6151, -33.1313], [13.8129, 1.7227, -30.7062], [9.8462, 0.2312, -31.3992], [10.4604, -0.2162, -33.7644], [12.4841, 0.8650, -28.9596], [10.8218, 0.1997, -29.3131], [11.1004, 1.9142, -29.0875], [5.5362, -10.9270, -27.4078], [6.0531, -9.5612, -27.8342], [5.2906, -8.5132, -27.5382], [5.5284, -7.2812, -28.1473], [6.4808, -7.1463, -29.1626], [7.1733, -8.2993, -29.4343], [6.9913, -9.5642, -28.7914], [6.6921, -5.8532, -29.9165], [7.4273, -5.8836, -31.1247], [7.6883, -4.7565, -31.8759], [7.2449, -3.5542, -31.4423], [6.6733, -3.3967, -30.1813], [6.2180, -4.5615, -29.5680], [7.6236, -2.2841, -32.1724], [6.3518, -11.6498, -27.4286], [4.8715, -11.1769, -28.2347], [5.0628, -10.9597, -26.4265], [4.4184, -8.6822, -26.9242], [4.9487, -6.4102, -27.8796], [7.7954, -8.3847, -30.3130], [7.4831, -10.5019, -29.0040], [7.9243, -6.7141, -31.6038], [8.1089, -4.7420, -32.8705], [6.3456, -2.4509, -29.7759], [5.5456, -4.4512, -28.7300], [8.6819, -2.1377, -31.9566], [6.9537, -1.4580, -31.9341], [7.4609, -2.4516, -33.2371], [9.0478, 3.6763, -26.0669], [8.5714, 4.8569, -26.8064], [7.9013, 5.8614, -26.2195], [7.5944, 6.9694, -26.9447], [7.9556, 7.1539, -28.2490], [8.8095, 6.1852, -28.7916], [9.0764, 5.0643, -28.0975], [7.3664, 8.3289, -29.0261], [5.9778, 8.6225, -28.8824], [5.5195, 9.7129, -29.6293], [6.2818, 10.4675, -30.4035], [7.5414, 10.1683, -30.6157], [8.0942, 9.1492, -29.8858], [5.7787, 11.6844, -30.9940], [8.2363, 3.3315, -25.4260], [9.7875, 4.0631, -25.3659], [9.4041, 2.9813, -26.8272], [7.6279, 5.6471, -25.1969], [6.9759, 7.6653, -26.3974], [9.2039, 6.3160, -29.7884], [9.7912, 4.3430, -28.4651], [5.3926, 7.9210, -28.3065], [4.5441, 10.1429, -29.4558], [8.2065, 10.7344, -31.2509], [9.1028, 8.7834, -30.0096], [5.5975, 11.3132, -32.0028], [6.5296, 12.4738, -31.0274], [4.9367, 12.1461, -30.4785], [3.6779, 0.5290, -28.2548], [2.4897, 0.1539, -29.0517], [1.7349, 1.1158, -29.6232], [0.4217, 0.7300, -30.0476], [0.0165, -0.6338, -30.2116], [0.8815, -1.5647, -29.7455], [2.1473, -1.1862, -29.2117], [-1.2786, -0.9741, -30.8174], [-1.2652, -1.7759, -31.9658], [-2.4622, -1.9487, -32.6935], [-3.6293, -1.3722, -32.2108], [-3.6599, -0.5728, -31.0959], [-2.4514, -0.3714, -30.3320], [-4.8630, -1.5326, -33.0162], [4.0970, 1.2304, -28.9763], [4.4521, -0.2324, -28.1602], [3.3859, 1.0774, -27.3592], [2.0771, 2.1134, -29.3908], [-0.2174, 1.4435, -30.5465], [0.5103, -2.5775, -29.7983], [2.9008, -1.8389, -28.7962], [-0.3398, -2.2544, -32.2506], [-2.6286, -2.6022, -33.5370], [-4.6121, -0.1145, -30.8734], [-2.4256, 0.3102, -29.4946], [-4.7073, -2.4503, -33.5834], [-5.1769, -0.7550, -33.7126], [-5.6878, -1.6833, -32.3198], [7.2212, -4.2234, -26.5751], [7.9841, -3.3214, -25.6244], [8.8515, -2.1764, -26.2978], [9.2469, -1.0072, -25.3153], [10.1897, -0.0057, -25.9252], [11.5625, -0.7002, -26.0921], [12.1833, -1.2467, -24.8434], [11.2912, -2.2257, -24.1340], [9.9354, -1.6102, -23.9810], [8.0287, -0.2186, -24.8641], [7.7125, -4.4540, -27.5204], [6.3158, -3.6431, -26.7530], [6.7968, -5.1163, -26.1160], [8.7079, -4.0080, -25.1853], [7.3937, -3.0014, -24.7658], [8.2674, -1.6416, -27.0467], [9.7659, -2.5476, -26.7606], [9.8366, 0.5307, -26.8059], [10.4171, 0.7249, -25.1489], [11.5439, -1.5249, -26.8047], [12.2565, -0.0204, -26.5863], [13.0993, -1.7180, -25.1997], [12.3184, -0.4647, -24.0963], [11.2717, -3.1900, -24.6418], [11.6778, -2.6006, -23.1863], [9.2289, -2.2778, -23.4878], [9.9240, -0.7910, -23.2620], [7.4643, 0.2410, -25.6755], [8.3894, 0.6158, -24.2625], [7.3436, -0.8416, -24.2892], [1.9089, 3.3232, -35.9614], [2.2314, 3.7757, -34.5315], [3.5763, 4.5399, -34.3907], [3.8337, 5.0673, -32.9457], [4.1596, 3.9250, -31.9042], [4.6769, 4.4979, -30.5319], [5.6889, 5.4557, -30.7446], [5.5209, 6.5836, -31.7621], [5.0618, 5.9993, -33.1102], [2.6322, 5.8480, -32.4139], [2.5157, 2.5550, -36.4406], [1.8599, 4.0524, -36.7701], [0.9007, 2.9234, -35.8528], [2.0758, 2.9419, -33.8469], [1.4548, 4.4824, -34.2393], [3.4120, 5.4342, -34.9917], [4.3657, 3.8197, -34.6061], [5.0524, 3.4398, -32.2985], [3.3132, 3.2526, -31.7643], [4.8756, 3.7527, -29.7616], [3.8132, 5.0050, -30.1018], [6.5846, 4.9377, -31.0874], [5.8849, 5.8956, -29.7667], [6.4574, 7.1370, -31.8315], [4.9064, 7.3305, -31.2595], [5.8360, 5.4521, -33.6481], [4.8078, 6.8223, -33.7782], [1.8127, 5.1784, -32.1525], [2.4181, 6.5266, -33.2395], [2.9240, 6.6302, -31.7132], [2.9024, 3.5913, -27.2268], [4.4222, 4.1389, -26.5490], [4.6041, 3.5916, -25.2646], [5.1333, 5.3409, -26.9629], [5.3681, 3.0873, -27.3951], [2.2332, 4.9301, -26.9983], [2.5463, 5.8793, -28.0669], [2.1367, 5.5104, -25.6800], [0.6864, 4.5790, -27.2688]],
  "forces_ev_per_a": [[-1.0, 0.7, 0.4], [1.6, -2.6, -0.3], [-0.7, 2.0, 0.2], [0.2, -0.2, 0.1], [0.8, -0.3, 0.1], [-0.5, 0.1, -0.4], [-0.7, 0.1, -1.1], [0.4, 0.5, 1.0], [0.9, 1.1, -0.2], [-1.3, -0.1, 0.9], [1.3, -3.1, -0.9], [-0.6, 1.4, -0.4], [1.0, -0.7, -1.1], [-1.5, 0.5, 1.3], [-0.3, 0.9, -0.1], [1.0, -1.0, 0.8], [-1.2, 0.5, 2.3], [-1.1, -0.8, -2.5], [0.8, 1.8, -2.3], [0.9, -0.1, -0.8], [0.7, 0.3, 0.0], [0.0, -1.1, 1.6], [-0.1, 0.5, -0.8], [0.3, 0.0, 0.0], [-0.7, -0.3, 0.6], [0.2, 0.4, 0.1], [0.0, 0.2, -0.1], [0.6, -0.2, -0.4], [0.1, -0.1, 0.2], [0.1, -0.1, 0.0], [-0.3, -0.2, 0.5], [0.1, -0.2, 1.0], [-0.5, 0.3, 0.2], [-0.2, -0.3, 0.2], [-0.1, 0.0, 0.7], [-0.1, 0.3, -0.9], [0.5, 0.2, -0.8], [-0.7, -2.8, 0.8], [0.0, 2.2, -0.8], [-0.5, -0.4, 0.9], [-0.4, 2.4, -0.3], [1.3, -3.8, -1.0], [-0.5, 3.7, -0.4], [0.0, -2.2, 0.2], [1.5, 1.0, -1.7], [-0.9, -0.8, 0.9], [0.0, 3.7, 0.5], [-1.6, -2.9, -0.2], [0.5, 0.9, 0.3], [-0.3, -1.8, 0.0], [0.1, 0.2, 0.1], [-0.3, -0.3, 0.5], [0.0, 0.4, -0.2], [0.2, 0.0, 0.3], [-0.3, -0.2, 0.2], [0.4, 0.3, 0.1], [0.1, 0.2, -0.2], [-0.5, -0.7, 0.5], [0.2, -0.3, 0.1], [0.5, 0.3, -0.5], [0.2, 0.1, 0.2], [-0.1, 0.7, 0.0], [0.4, -0.1, 0.6], [0.3, -0.2, -0.1], [-0.5, 0.9, 0.5], [1.2, 1.2, -2.1], [0.8, -2.3, -0.1], [-1.3, 1.3, 1.0], [-0.3, 0.7, -0.6], [-0.6, 1.0, -0.9], [0.0, -0.8, 2.1], [-1.3, 0.1, 0.5], [2.0, -0.1, -1.2], [-1.2, -0.4, 2.0], [0.3, 0.5, 1.0], [2.2, -0.9, 0.6], [0.7, -2.2, 0.3], [-0.3, 0.8, -1.4], [-0.1, -0.5, -0.4], [0.5, -0.4, -0.3], [0.0, -0.2, 0.6], [-0.3, 0.4, 0.1], [0.0, 0.4, -0.2], [0.1, -0.1, -0.1], [-0.3, -0.3, 0.1], [-0.7, 0.5, 0.2], [-0.3, -0.4, -0.1], [-0.5, 0.4, -0.2], [0.4, 0.9, -0.4], [-0.7, 1.0, -0.3], [0.3, -0.4, 0.0], [-0.2, -0.7, -0.1], [0.4, 1.2, -1.7], [-1.0, -3.1, -0.6], [-2.6, -1.5, 1.3], [1.3, 0.0, -1.5], [0.7, 2.8, 1.0], [2.2, -0.8, 0.7], [-1.1, 1.6, 0.4], [-0.8, 0.6, -0.2], [-1.6, -0.1, -0.4], [-0.4, 0.5, 2.2], [1.3, 1.3, 0.0], [2.3, -0.8, 0.0], [-1.3, -0.6, -2.2], [-0.7, -1.3, 0.2], [0.7, 0.5, 0.7], [-0.7, -0.4, 0.3], [0.0, -0.4, 0.0], [-0.2, 0.4, -0.4], [0.0, 0.5, 0.4], [0.8, -0.4, 0.2], [-0.3, -0.4, 0.0], [-0.1, 0.0, -0.4], [0.4, 0.1, -0.2], [0.0, 0.0, 0.2], [-0.2, -0.1, 0.1], [-0.3, 0.1, 0.0], [0.8, 0.5, 0.2], [0.0, -0.1, -0.1], [-1.5, 1.3, -0.1], [2.6, -0.6, 0.5], [-1.4, 0.6, 0.8], [-0.5, -0.8, 1.0], [2.1, -1.1, 0.8], [-0.4, 0.2, -1.5], [0.3, 0.1, 0.6], [-0.2, -1.1, -0.9], [-1.4, 0.5, 0.4], [0.2, -0.2, 0.2], [0.1, 0.1, 0.3], [-0.3, 0.0, -0.9], [0.7, -0.2, 0.3], [0.3, 0.2, 0.4], [-0.3, 0.3, -0.4], [0.1, -0.1, -0.4], [-0.2, 0.0, 0.2], [-0.5, -0.7, -0.1], [-0.5, 0.2, 0.2], [-0.5, -0.1, -0.2], [0.0, 0.4, 0.2], [0.3, 0.2, 0.7], [0.8, 0.3, -0.3], [-0.5, 0.0, -0.6], [-0.1, 0.8, 0.4], [-0.3, -0.3, -0.7], [0.4, 0.5, -0.3], [0.3, -0.4, -0.5], [0.0, -0.3, 0.3], [0.3, 0.0, 0.0], [-0.5, -0.4, -0.3], [0.2, 0.9, -0.1], [-1.9, -1.2, 1.4], [0.4, -0.3, 1.0], [1.6, 0.8, 0.2], [-5.0, -1.0, -1.0], [3.9, 1.9, 0.1], [-0.4, -0.7, 0.7], [-0.6, 0.8, 0.8], [1.0, 1.0, -1.6], [0.3, -0.3, 0.7], [0.0, 0.7, 0.6], [0.0, -0.2, -0.4], [0.6, -0.2, 0.0], [-0.2, 0.1, -0.2], [0.9, -0.1, -0.2], [0.4, 0.7, -0.3], [-0.4, -0.5, -0.5], [0.0, 0.2, -0.5], [0.4, -0.4, -0.5], [-0.3, 0.2, 0.3], [0.6, -0.2, 0.3], [0.5, 0.1, 0.1], [0.3, -0.4, -0.5], [-0.8, 0.0, -0.8], [0.0, -0.3, 0.4], [-0.5, -0.2, -0.1], [0.3, 0.4, 0.1], [-0.9, -0.4, -0.4], [0.1, -1.0, 0.8], [4.3, -1.1, 1.0], [2.4, -2.7, -1.4], [-0.3, 0.5, 1.0], [-1.7, -0.6, 0.5], [-0.6, -0.2, -0.5], [-5.9, 6.8, -0.6], [-0.1, -1.0, 0.6], [1.3, -1.2, -0.8], [1.1, -0.7, -0.3]],
  "lowdin_charge": [-0.101, -0.494, -0.373, 0.059, 0.038, 0.037, 0.051, 0.060, 0.047, -0.063, 0.080, 0.020, -0.152, 0.082, 0.035, -0.152, 0.081, 0.085, -0.069, 0.034, 0.054, -0.008, 0.127, 0.116, 0.122, 0.155, 0.138, 0.145, 0.162, 0.145, 0.153, 0.115, 0.139, 0.106, 0.086, 0.097, 0.055, -0.105, -0.015, 0.016, -0.152, 0.027, 0.043, -0.148, -0.010, -0.056, -0.127, -0.036, -0.052, -0.008, 0.105, 0.115, 0.111, 0.147, 0.110, 0.112, 0.152, 0.113, 0.131, 0.098, 0.083, 0.079, 0.079, 0.085, 0.043, -0.046, 0.027, 0.026, -0.106, 0.025, 0.009, -0.099, 0.079, 0.024, -0.094, 0.011, 0.048, 0.055, 0.111, 0.126, 0.083, 0.173, 0.157, 0.136, 0.128, 0.133, 0.162, 0.171, 0.136, 0.128, 0.128, 0.130, 0.022, -0.084, 0.032, 0.090, -0.165, 0.050, 0.086, -0.160, 0.061, 0.073, -0.070, 0.086, 0.089, 0.042, 0.082, 0.100, 0.102, 0.125, 0.130, 0.145, 0.138, 0.134, 0.150, 0.157, 0.139, 0.108, 0.126, 0.120, -0.099, -0.208, -0.047, -0.203, -0.120, -0.187, -0.183, -0.168, -0.066, 0.011, 0.076, 0.066, 0.087, 0.105, 0.106, 0.094, 0.122, 0.108, 0.127, 0.111, 0.108, 0.137, 0.133, 0.125, 0.146, 0.129, 0.137, 0.097, 0.100, 0.106, -0.083, -0.237, -0.088, -0.220, -0.039, -0.202, -0.239, -0.142, -0.077, 0.042, 0.081, 0.091, 0.083, 0.101, 0.100, 0.143, 0.137, 0.125, 0.115, 0.102, 0.101, 0.122, 0.104, 0.116, 0.100, 0.138, 0.138, 0.119, 0.117, 0.103, -0.261, 0.591, -0.231, -0.301, -0.264, 0.399, -0.339, -0.233, -0.179],
  "molar_mass_da": 1254.76,
  "orbital_gap_ev": [2.80, 5.00],
  "fmax_ev_per_a": 9.04,
  "charge": 7,
  "lumo_ev": [-13.614, -13.614],
  "spin_multiplicity": 2
}